Density functional theory data (the ωB97M-V functional and the def2-TZVPD basis) for one molecule with the formula C6H11N3.

As for the structure (SMILES): C[C@H]1[C@@H]2[C@H](N)CC=NN21. As for the HOMO energy: -8.099 eV. The calculation puts the gap between HOMO and LUMO at 9.0505 eV. For the energy relative to the best compared isomer or geometry (same formula, charge and spin), the calculation gives 8.2803 eV.

CARTESIAN COORDINATES (ANGSTROEM)
1 C 2.668 0.066 0.081
2 C 1.432 -0.497 -0.176
3 C 0.187 -0.287 0.647
4 C -1.256 -0.966 0.445
5 N -1.241 -1.678 -0.946
6 C -1.983 0.453 0.324
7 C -1.135 1.675 -0.237
8 N 0.064 1.569 -0.876
9 N 0.311 0.305 -0.666
10 H 2.460 0.768 1.036
11 H 3.525 -0.565 0.647
12 H 3.213 0.623 -0.693
13 H 1.141 -1.687 -0.533
14 H 0.329 0.856 1.208
15 H -1.923 -1.612 1.242
16 H -0.787 -0.886 -1.627
17 H -0.303 -2.251 -0.832
18 H -2.886 0.482 -0.214
19 H -2.178 1.041 1.350
20 H -1.637 2.591 -0.178



Density functional theory data (the ωB97M-V functional and the def2-TZVPD basis) for one molecule with the formula C6H11N3.

As for the structure (SMILES): [H]/N=C\N/C(C)=C\[C@@H]1CN1. As for the HOMO energy: -8.531 eV. The calculation puts the gap between HOMO and LUMO at 9.2948 eV. For the energy relative to the best compared isomer or geometry (same formula, charge and spin), the calculation gives 4.0842 eV.

CARTESIAN COORDINATES (ANGSTROEM)
1 H 0.320 1.348 1.065
2 N 0.634 2.204 0.625
3 C 1.353 1.681 -0.343
4 N 1.311 0.382 -0.903
5 C 0.883 -0.721 -0.141
6 C 2.041 -1.524 0.272
7 C -0.421 -0.829 0.191
8 C -1.429 -0.039 -0.532
9 C -2.587 0.698 0.259
10 N -2.789 -0.608 -0.578
11 H 1.978 2.375 -0.961
12 H 2.244 0.158 -1.313
13 H 2.878 -1.746 -0.565
14 H 2.592 -0.933 1.070
15 H 1.912 -2.444 0.929
16 H -0.985 -1.476 0.923
17 H -1.070 0.575 -1.406
18 H -3.026 1.645 -0.267
19 H -2.923 0.658 1.403
20 H -2.916 -1.405 0.272



Density functional theory data (the ωB97M-V functional and the def2-TZVPD basis) for an isolated ion of composition C6H11N3 and charge +2.

As for the structure (SMILES): CC1=C[NH+]=C[NH+]=CN1C. As for the HOMO energy: -18.368 eV. As for the charge: +2. The calculation puts the gap between HOMO and LUMO at 8.1540 eV. For the energy relative to the best compared isomer or geometry (same formula, charge and spin), the calculation gives 2.1977 eV.

CARTESIAN COORDINATES (ANGSTROEM)
1 C -0.176 -1.370 1.877
2 C 0.047 -0.837 0.552
3 C 0.274 -1.498 -0.583
4 N 0.327 -1.067 -1.957
5 C -0.211 -0.037 -2.505
6 N -0.719 1.029 -1.819
7 C -0.253 1.435 -0.600
8 N 0.015 0.654 0.408
9 C 0.359 1.359 1.634
10 H 0.608 -1.100 2.553
11 H 0.041 -2.359 1.708
12 H -1.273 -1.113 2.017
13 H 0.413 -2.529 -0.601
14 H 0.751 -1.714 -2.534
15 H -0.179 -0.070 -3.525
16 H -1.246 1.605 -2.448
17 H -0.165 2.546 -0.310
18 H -0.417 1.626 2.303
19 H 1.141 0.985 2.347
20 H 0.665 2.454 1.483



Density functional theory data (the ωB97M-V functional and the def2-TZVPD basis) for a 2-piece molecular cluster, C6H11N3O overall.

The spin multiplicity is 2. As for the HOMO energy (alpha / beta): 0.971 / -5.083 eV. As for the charge: -1. Its expectation value of S² is 0.75. The calculation puts the gap between HOMO and LUMO (alpha / beta) at 2.4046 / 8.3510 eV. For the energy relative to the best compared isomer or geometry (same formula, charge and spin), the calculation gives 0.6633 eV.

CARTESIAN COORDINATES (ANGSTROEM)
1 C 2.054 0.558 -0.053
2 C -1.171 2.160 0.023
3 C 0.881 1.422 0.107
4 C 0.694 2.459 1.051
5 N -0.405 1.260 -0.561
6 N -0.615 2.904 0.998
7 H -2.315 2.422 -0.462
8 H -0.903 3.763 1.402
9 H 1.463 2.944 1.615
10 H 1.955 -0.155 -0.930
11 H 2.210 -0.284 0.714
12 H 3.056 0.890 -0.111
13 C -0.426 -1.906 0.612
14 C -0.728 -2.912 -0.603
15 O -0.595 -4.045 -0.560
16 N -1.084 -2.300 -1.756
17 H 0.623 -2.134 0.905
18 H -1.202 -2.148 1.473
19 H -1.419 -2.685 -2.630
20 H -1.450 -1.399 -1.695
21 H -0.623 -0.814 0.460



Density functional theory data (the ωB97M-V functional and the def2-TZVPD basis) for a 3-piece molecular cluster, C6H11N3O overall.

As for the HOMO energy: -6.822 eV. The calculation puts the gap between HOMO and LUMO at 7.6606 eV. For the energy relative to the best compared isomer or geometry (same formula, charge and spin), the calculation gives 5.8132 eV.

CARTESIAN COORDINATES (ANGSTROEM)
1 C -1.902 0.814 0.280
2 C 1.671 -1.166 -0.090
3 C -0.657 -1.427 1.827
4 C 0.496 1.106 -1.601
5 C -0.693 -0.001 0.246
6 C 0.468 -0.337 -0.039
7 N -0.501 -0.771 3.000
8 N 0.884 0.510 -2.773
9 N 0.401 2.336 -1.350
10 O -0.996 -2.577 1.719
11 H -0.653 -1.249 3.883
12 H -0.191 0.184 3.011
13 H 0.596 -0.439 -2.940
14 H 1.010 1.088 -3.601
15 H 0.725 2.964 -2.098
16 H -1.633 1.871 0.337
17 H -2.493 0.666 -0.625
18 H -2.511 0.581 1.156
19 H 1.981 -1.324 -1.124
20 H 2.498 -0.679 0.430
21 H 1.501 -2.148 0.353



Density functional theory data (the ωB97M-V functional and the def2-TZVPD basis) for C6H11N3O2 as an isolated structure.

As for the HOMO energy: -9.200 eV. The calculation puts the gap between HOMO and LUMO at 9.7326 eV. For the energy relative to the best compared isomer or geometry (same formula, charge and spin), the calculation gives 2.1978 eV.

CARTESIAN COORDINATES (ANGSTROEM)
1 C -2.970 -0.328 -0.030
2 C -4.340 0.096 0.163
3 C -1.771 0.281 -0.755
4 C -1.412 -1.227 -0.697
5 C 0.258 1.781 -0.805
6 C -0.965 1.304 -0.003
7 N -2.399 -1.649 0.058
8 N -0.346 -1.756 -1.202
9 N 1.352 -1.595 1.701
10 O -3.493 0.249 1.231
11 O -5.379 0.438 -0.307
12 H -2.122 0.554 -1.719
13 H 1.043 0.920 -0.577
14 H 0.646 2.596 -0.185
15 H 0.225 1.929 -1.937
16 H -1.557 2.135 0.272
17 H -0.536 0.854 0.819
18 H 0.108 -1.189 -1.845
19 H -0.127 -2.805 -1.179
20 H 1.755 -0.951 2.406
21 H 1.619 -2.628 1.690
22 H 0.248 -1.495 1.637



Density functional theory data (the ωB97M-V functional and the def2-TZVPD basis) for one molecule with the formula C6H11N3OS.

As for the structure (SMILES): COCCCn1cn[nH]c1=S. As for the HOMO energy: -7.994 eV. The calculation puts the gap between HOMO and LUMO at 8.7181 eV. For the energy relative to the best compared isomer or geometry (same formula, charge and spin), the calculation gives 1.0020 eV.

CARTESIAN COORDINATES (ANGSTROEM)
1 C -2.843 -0.565 0.313
2 O -1.474 -0.262 0.607
3 C -0.740 -1.413 1.083
4 C 0.783 -1.065 1.166
5 C 1.441 -0.754 -0.229
6 N 1.099 0.629 -0.647
7 C 0.203 0.991 -1.654
8 N 0.361 2.231 -2.040
9 N 1.451 2.690 -1.309
10 C 1.790 1.767 -0.328
11 S 2.704 2.123 1.007
12 H -3.334 -1.125 1.138
13 H -2.942 -1.185 -0.572
14 H -3.402 0.364 0.074
15 H -1.168 -1.691 2.042
16 H -0.894 -2.300 0.421
17 H 0.994 -0.254 1.867
18 H 1.273 -1.941 1.587
19 H 2.526 -0.814 -0.208
20 H 1.111 -1.468 -1.003
21 H -0.518 0.349 -2.170
22 H 1.579 3.691 -1.146



Density functional theory data (the ωB97M-V functional and the def2-TZVPD basis) for one molecule with the formula C6H11N3OS2.

As for the structure (SMILES): CN(C)C(=S)[C@H]1CSCN1N=O. As for the HOMO energy: -8.481 eV. The calculation puts the gap between HOMO and LUMO at 8.9709 eV. For the energy relative to the best compared isomer or geometry (same formula, charge and spin), the calculation gives 1.2147 eV.

CARTESIAN COORDINATES (ANGSTROEM)
1 C -1.742 -0.736 -0.981
2 N -1.346 0.640 -0.730
3 C -2.357 1.614 -1.145
4 C -0.225 1.041 -0.096
5 S -0.156 2.454 0.729
6 C 0.942 0.027 -0.140
7 C 2.346 0.609 -0.114
8 S 3.438 -0.712 0.474
9 C 2.089 -1.533 1.391
10 N 0.896 -0.777 1.070
11 N -0.277 -0.890 1.705
12 O -0.223 -1.788 2.509
13 H -1.202 -1.448 -0.333
14 H -2.838 -0.879 -0.752
15 H -1.483 -1.009 -2.057
16 H -2.986 1.169 -1.889
17 H -3.016 1.933 -0.294
18 H -1.894 2.531 -1.502
19 H 0.817 -0.647 -0.982
20 H 2.651 0.945 -1.116
21 H 2.413 1.478 0.579
22 H 1.930 -2.580 1.158
23 H 2.223 -1.443 2.515